Entry from OMol25: a molecular structure, C47H50N4O2P3RuS at a distorted geometry (wB97M-V/def2-TZVPD).

As for the highest occupied orbital energy (alpha / beta): -14.3 / -15.0 eV. Its largest force on an atom is 4.55 eV Å⁻¹. Its expectation value of S² is 6.049. Its HOMO-LUMO gap (alpha / beta) is 0.2357 / 0.1821 Ha. The energy above the lowest of the compared OMol25 structures with the same formula, charge and spin is 12.6 kcal/mol. The value obtained for the total energy is -3706.54240 Eh.

The geometry in ORCA input format:
```
! RIJCOSX wB97M-V def2-TZVPD def2/J DEFGRID3
* xyz 3 5
Ru -2.359 0.658 -0.996
S -0.818 2.021 -0.097
C -2.456 -1.096 -0.037
C -1.619 -1.684 0.927
C -2.077 -2.850 1.611
C -3.480 -3.094 1.489
C -4.160 -2.593 0.396
N -3.670 -1.602 -0.342
H -0.681 -1.214 1.101
H -1.441 -3.417 2.269
H -3.967 -3.667 2.295
H -4.969 -3.156 0.002
O -2.287 3.069 -2.927
C -1.903 2.584 -4.147
C -1.951 3.454 -5.298
C -1.315 3.106 -6.475
C -0.921 1.783 -6.632
C -0.832 0.931 -5.529
C -1.350 1.312 -4.249
P -1.347 0.156 -2.862
C 0.463 0.179 -2.743
C 1.161 1.299 -2.276
C 2.481 1.124 -1.857
C 3.139 -0.098 -1.944
C 2.493 -1.144 -2.552
C 1.161 -0.995 -2.988
C -2.025 -1.357 -3.688
C -2.621 -1.495 -4.937
C -2.936 -2.761 -5.472
C -2.992 -3.917 -4.679
C -2.554 -3.801 -3.366
C -2.014 -2.595 -2.890
C -3.638 3.202 -2.628
C -4.627 3.267 -3.583
C -5.911 3.539 -3.108
C -6.193 3.831 -1.807
C -5.127 3.800 -0.832
C -3.920 3.306 -1.211
P -2.754 3.002 0.088
C -3.402 2.534 1.672
C -4.253 1.426 1.700
C -4.827 0.969 2.899
C -4.540 1.572 4.131
C -3.537 2.568 4.087
C -3.006 3.120 2.890
C -1.947 4.650 0.391
C -0.700 5.001 -0.090
C -0.148 6.173 0.347
C -0.742 7.011 1.259
C -2.083 6.804 1.573
C -2.679 5.583 1.122
H -2.427 4.448 -5.093
H -1.175 3.857 -7.258
H -0.690 1.339 -7.582
H -0.415 -0.075 -5.660
H 0.708 2.285 -2.157
H 3.053 1.965 -1.575
H 4.121 -0.206 -1.486
H 3.031 -2.074 -2.699
H 0.710 -1.941 -3.428
H -2.936 -0.595 -5.525
H -3.159 -2.780 -6.556
H -3.337 -4.790 -5.145
H -2.667 -4.692 -2.683
H -1.408 -2.520 -1.940
H -4.430 3.035 -4.663
H -6.751 3.591 -3.823
H -7.152 4.109 -1.460
H -5.386 4.131 0.167
H -4.751 1.065 0.747
H -5.467 0.072 2.863
H -5.033 1.343 5.066
H -3.228 2.867 5.072
H -2.246 3.963 2.982
H -0.153 4.358 -0.850
H 0.902 6.400 0.055
H -0.304 7.846 1.753
H -2.533 7.600 2.174
H -3.678 5.305 1.366
C 4.437 -3.981 5.802
N 4.823 -4.311 4.414
C 4.322 -5.616 3.894
P 5.197 -3.097 3.373
O 4.082 -2.289 2.831
N 6.285 -3.655 2.160
C 7.217 -4.784 2.422
C 6.130 -3.212 0.784
N 6.076 -2.164 4.477
C 7.043 -2.748 5.362
C 6.193 -0.768 4.235
H 3.561 -4.568 6.104
H 4.222 -2.915 5.880
H 5.248 -4.082 6.482
H 4.703 -6.494 4.506
H 4.798 -5.788 2.920
H 3.217 -5.617 3.926
H 8.030 -4.776 1.709
H 6.664 -5.744 2.315
H 7.651 -4.726 3.418
H 6.261 -2.141 0.638
H 5.136 -3.406 0.357
H 6.890 -3.704 0.150
H 7.135 -3.812 5.189
H 6.783 -2.597 6.422
H 8.034 -2.205 5.118
H 5.551 -0.527 3.351
H 7.222 -0.558 4.031
H 5.766 -0.119 5.061
*
```